{
  "formula": "C3H12N2OS",
  "method": "ωB97M-V/def2-TZVPD",
  "species": ["C", "C", "S", "N", "C", "N", "H", "H", "H", "H", "H", "H", "H", "H", "H", "H", "H", "H", "O"],
  "xyz": [[0.250, -1.166, -1.166], [1.467, -1.653, -0.372], [1.080, -1.309, 1.368], [-0.218, 0.227, -0.680], [0.468, 1.436, 0.007], [0.331, 2.654, -0.759], [-0.615, -1.875, -1.175], [0.558, -1.267, -2.184], [1.583, -2.724, -0.459], [2.403, -1.231, -0.723], [2.394, -0.957, 1.588], [-0.521, 0.943, -1.538], [1.508, 1.278, 0.328], [-0.156, 1.461, 1.068], [0.418, 3.378, -0.003], [1.135, 2.803, -1.322], [-3.451, 1.396, -0.058], [-3.704, 0.047, 0.727], [-4.091, 0.728, 0.140]],
  "mulliken_charge": [-0.47, -0.68, -0.25, -0.27, -0.34, -0.67, 0.28, 0.26, 0.39, 0.36, 0.13, 0.26, 0.27, 0.22, 0.29, 0.23, 0.32, 0.32, -0.65],
  "homo_ev": -8.457
}


{
  "formula": "C3H12N2OS",
  "method": "ωB97M-V/def2-TZVPD",
  "species": ["N", "C", "C", "S", "C", "N", "H", "H", "H", "H", "H", "H", "H", "H", "H", "H", "H", "H", "O"],
  "xyz": [[-0.855, 0.386, -0.502], [-0.008, 0.501, 0.639], [-0.006, 1.842, 1.367], [-3.840, 0.025, -0.351], [1.441, 0.148, 0.337], [1.591, -1.155, -0.265], [-0.990, 1.190, -1.101], [-1.010, 2.211, 1.616], [-1.838, 0.233, -0.283], [-0.326, -0.212, 1.408], [0.560, 1.773, 2.302], [0.458, 2.671, 0.806], [2.000, 0.217, 1.261], [1.836, 0.909, -0.356], [0.990, -1.443, -1.026], [2.514, -1.543, -0.288], [-1.301, -2.049, -2.207], [-0.735, -3.228, -1.410], [-0.481, -2.476, -1.949]],
  "mulliken_charge": [-0.32, 0.59, -1.44, -0.13, -0.72, -0.46, 0.26, 0.34, 0.03, 0.19, 0.39, 0.34, 0.38, 0.28, 0.17, 0.16, 0.29, 0.32, -0.66],
  "homo_ev": -8.171
}


{
  "formula": "C3H12N2OS",
  "method": "ωB97M-V/def2-TZVPD",
  "species": ["N", "C", "C", "S", "C", "N", "H", "H", "H", "H", "H", "H", "H", "H", "H", "H", "H", "H", "O"],
  "xyz": [[-1.531, -1.406, 0.064], [-0.309, -1.285, 0.780], [-0.459, -0.059, 1.746], [0.959, 0.926, 2.312], [0.829, -1.135, -0.236], [2.143, -1.703, 0.170], [-2.125, -0.668, -0.292], [-2.258, -1.998, 0.462], [-0.040, -2.218, 1.309], [-1.131, -0.321, 2.570], [-0.953, 0.676, 1.104], [1.781, -0.115, 2.330], [0.544, -1.675, -1.141], [0.965, -0.095, -0.557], [1.952, -2.706, 0.188], [2.522, -1.623, 1.100], [-2.231, 4.274, -5.730], [-2.590, 2.843, -5.131], [-2.192, 3.328, -5.842]],
  "mulliken_charge": [-0.66, 0.53, -0.79, -0.20, -0.88, -0.60, 0.20, 0.22, 0.27, 0.41, 0.26, 0.02, 0.35, 0.33, 0.28, 0.25, 0.32, 0.32, -0.64],
  "homo_ev": -8.815
}


{
  "formula": "C3H12N2P2",
  "method": "ωB97M-V/def2-TZVPD",
  "species": ["C", "C", "C", "N", "N", "P", "P", "H", "H", "H", "H", "H", "H", "H", "H", "H", "H", "H", "H"],
  "xyz": [[-0.939, -1.743, 0.395], [-1.450, 1.182, -0.833], [-1.422, -0.474, 1.052], [1.856, 0.495, -0.609], [-0.825, 0.710, 0.500], [3.123, -0.539, -0.059], [0.753, 1.121, 0.911], [0.141, -1.829, 0.249], [-1.485, -2.708, 0.770], [-1.186, -1.668, -0.725], [-1.214, 0.523, -1.579], [-2.519, 1.349, -0.671], [-1.001, 2.208, -0.964], [-2.564, -0.600, 1.013], [-1.339, -0.353, 2.174], [1.554, -0.113, -1.389], [3.933, -0.375, -1.270], [3.959, 0.312, 0.702], [0.626, 2.504, 0.334]],
  "mulliken_charge": [-0.80, -0.91, -0.60, -0.46, 0.05, -0.12, 0.06, 0.22, 0.30, 0.23, 0.35, 0.33, 0.32, 0.28, 0.35, 0.27, 0.05, 0.03, 0.04],
  "homo_ev": -7.867
}


{
  "formula": "C3H12N2S",
  "method": "ωB97M-V/def2-TZVPD",
  "species": ["C", "S", "C", "H", "H", "H", "H", "H", "H", "N", "C", "N", "H", "H", "H", "H", "H", "H"],
  "xyz": [[2.704, 1.895, -3.767], [4.153, 2.805, -3.177], [3.606, 4.430, -3.706], [2.243, 1.500, -2.862], [1.892, 2.488, -4.180], [3.008, 1.110, -4.450], [2.551, 4.648, -3.542], [3.717, 4.448, -4.795], [4.186, 5.265, -3.318], [-3.910, -2.165, 3.901], [-3.561, -3.532, 3.510], [-2.230, -4.105, 3.859], [-3.470, -1.991, 4.811], [-3.392, -1.510, 3.305], [-3.855, -3.796, 2.501], [-4.204, -4.101, 4.203], [-1.864, -3.506, 4.602], [-1.573, -3.884, 3.104]],
  "mulliken_charge": [-0.78, -0.08, -0.85, 0.27, 0.28, 0.28, 0.29, 0.30, 0.30, -0.61, -0.38, -0.61, 0.23, 0.24, 0.38, 0.30, 0.23, 0.23],
  "homo_ev": -8.466
}


{
  "formula": "C3H12N3",
  "method": "ωB97M-V/def2-TZVPD",
  "species": ["C", "N", "H", "H", "H", "H", "C", "C", "N", "N", "H", "H", "H", "H", "H", "H", "H", "H"],
  "xyz": [[0.985, 1.985, 0.482], [1.270, 0.649, 0.973], [1.324, 2.731, 1.208], [1.534, 2.159, -0.450], [-0.050, 2.172, 0.188], [2.296, 0.683, 1.065], [-0.475, -1.330, -1.091], [-1.546, -0.725, -0.177], [-1.267, -1.081, 1.204], [0.715, -0.469, -1.160], [-0.121, -2.316, -0.760], [-0.819, -1.375, -2.132], [-1.500, 0.353, -0.382], [-2.517, -1.102, -0.509], [-0.410, -0.598, 1.455], [-1.975, -0.729, 1.842], [1.084, -0.004, -0.156], [1.472, -1.003, -1.600]],
  "mulliken_charge": [-0.75, -0.40, 0.38, 0.39, 0.27, 0.35, -0.49, -0.32, -0.60, -0.37, 0.37, 0.37, 0.17, 0.44, 0.30, 0.27, 0.34, 0.29],
  "homo_ev": -13.734,
  "charge": 1
}


Ordered gap between HOMO and LUMO results: 9.041; 4.092; 9.590; 8.746; 9.575; 5.180; unit eV.
Ordered ΔE to the lowest compared entry with this formula, charge and spin results: 63.3; 108.9; 29.7; 5.3; 16.3; 153.3; unit kcal per mole.
Ordered calculated total energy results: -19165.998; -19164.017; -19167.453; -24861.146; -17120.141; -7763.984; unit eV.